No. 1
Here is a molecular structure, C9H4F3LiNO2 from the Open Molecules 2025 dataset. Energies are from ωB97M-V/def2-TZVPD.

Charge: -1
E_HOMO in eV: -5.351
Spin multiplicity: 1
Frontier orbital gap in eV: 8.337
Calculated total energy in a.u.: -857.866255

Last column: Mulliken charge in e.
Cartesian coordinates (Å):
N: 0.46380 0.26302 -7.63810  -0.564
O: -0.65535 0.03985 1.62437  -0.837
C: -0.36433 1.28159 -2.99577  -0.007
F: -1.41254 -2.66155 2.34674  -0.266
C: -0.18771 1.34558 -4.37026  -0.663
C: -1.13456 -0.30604 2.73682  0.391
C: 0.12553 0.18453 -5.07587  0.632
H: -0.60899 2.21581 -2.49432  0.312
C: 0.31317 0.22807 -6.49660  0.086
H: 0.17482 -2.00346 -2.51907  0.316
O: -0.94433 0.14472 3.85315  -0.629
Li: -0.51592 0.03399 -0.15933  1.208
H: -0.28975 2.28263 -4.90595  0.374
H: 0.49611 -1.92344 -4.92936  0.373
F: -2.99457 -1.37222 1.62050  -0.255
C: -2.10044 -1.52802 2.62008  0.792
C: -0.24960 0.09821 -2.23817  -1.345
C: 0.25336 -1.01876 -4.38353  -0.667
F: -2.80404 -1.76188 3.73549  -0.258
C: 0.06603 -1.03845 -3.00953  0.006

Atoms 1-6, force components in eV/Å:
0.000 0.001 0.001
0.004 -0.026 -0.216
-0.011 0.004 0.004
0.008 0.020 -0.008
-0.004 -0.006 0.019
0.057 0.065 0.077

No. 2
Here is a single C3H5N3S2 molecule from the Open Molecules 2025 dataset. Energies are from ωB97M-V/def2-TZVPD.

Charge: 0
ΔE to the lowest compared entry with this formula, charge and spin in kcal/mol: 85.2
E_HOMO in eV: -8.130
SMILES: Nc1cc(S)n(S)n1
Spin multiplicity: 1
Frontier orbital gap in eV: 8.537
Calculated total energy in a.u.: -1077.821334

Last column: Mulliken charge in e.
Cartesian coordinates (Å):
N: -0.47439 1.30302 -0.00138  -0.786
C: -0.10232 -0.89983 -0.20499  -0.633
C: 1.16721 -0.36005 -0.37109  0.327
H: -3.01554 0.74555 -0.29320  0.215
H: -3.03364 -1.05733 -0.09137  0.262
N: 0.92379 0.95335 -0.18169  0.414
H: -0.42801 -2.02245 -0.21004  0.144
S: 2.69265 -1.23774 -0.07734  -0.267
C: -1.06584 0.06414 -0.06225  0.696
H: 2.13055 -2.45273 0.59576  0.162
N: -2.40138 0.03700 -0.09580  -0.512
H: 1.57646 2.75813 1.19124  0.169
S: 2.03045 2.16893 -0.19788  -0.192

Atoms 1-6, force components in eV/Å:
1.790 -2.285 -0.844
-0.622 -5.219 -0.807
-1.983 -0.751 2.288
-0.882 2.220 -0.457
3.172 4.745 -0.010
-1.792 0.822 -0.009

No. 3
Here is a single C21H27N3O4S2 molecule from the Open Molecules 2025 dataset. Energies are from ωB97M-V/def2-TZVPD.

Charge: 0
ΔE to the lowest compared entry with this formula, charge and spin in kcal/mol: 67.4
E_HOMO in eV: -7.757
SMILES: O=S(=O)(NC1CCCC1)c1ccc(S(=O)(=O)N2CCN(c3ccccc3)CC2)cc1
Spin multiplicity: 1
Frontier orbital gap in eV: 7.725
Calculated total energy in a.u.: -2078.000778

Last column: Mulliken charge in e.
Cartesian coordinates (Å):
H: 8.08535 -0.73589 0.30002  0.318
C: -5.78300 0.24181 0.30082  0.966
O: 3.88496 3.06193 0.67587  -0.774
C: 0.89048 -0.15410 -1.32007  -0.488
C: 2.02373 0.64325 -1.34501  -0.467
C: 1.14379 -0.43689 1.06629  -0.462
O: -1.21935 -2.18323 1.22789  -0.706
S: 4.15810 1.93539 -0.16827  1.440
H: -3.90053 -2.47160 0.05440  0.389
O: 4.56038 2.16627 -1.52555  -0.676
C: 5.12798 -1.91719 0.20204  -0.220
H: -3.95676 0.41442 2.16180  0.410
H: 2.83173 0.59033 1.93674  0.428
H: -7.72605 2.47456 1.96202  0.364
H: 4.51273 -0.49492 -1.35590  0.205
H: 2.39935 1.07830 -2.25820  0.530
C: 2.70061 0.88763 -0.16433  0.075
H: 7.07046 -2.77076 0.64026  0.281
C: -2.53537 0.33890 0.54113  -0.882
H: 0.33225 -0.38069 -2.21384  0.452
C: 6.18955 0.19471 -0.14193  0.153
H: 0.77514 -0.88099 1.97797  0.579
H: 4.30847 -1.56384 0.82844  -0.058
H: 6.24019 -2.15125 2.06225  0.354
H: -2.85440 -1.73301 -2.04777  0.462
H: -1.65042 0.53547 1.14785  0.378
H: -5.18828 -1.94571 -1.04321  0.586
H: -6.02668 -0.19982 -1.79902  0.247
H: -5.90094 0.92011 2.34098  0.399
H: -3.25039 -1.19142 1.87664  0.344
H: 6.74344 0.84263 -0.83303  0.435
H: 5.71566 1.54782 1.35922  0.297
O: -0.93549 -2.64547 -1.17477  -0.772
C: -7.43527 1.24488 -1.15669  -0.811
C: 5.41071 -0.88775 -0.88693  -0.692
C: 2.27600 0.36308 1.04139  -0.779
C: 0.46823 -0.68285 -0.11465  -0.260
H: 4.85576 -2.88927 -0.20479  0.471
C: -7.92452 2.01755 -0.11979  -0.487
N: -2.13417 -0.52882 -0.54835  0.079
C: 6.43246 -1.96696 1.00706  -0.679
C: -4.33474 -1.60506 -0.45788  -1.068
H: -3.63875 -0.13327 -1.90751  0.450
H: -8.74291 2.70176 -0.28256  0.386
N: -4.76894 -0.67387 0.56142  0.044
C: -6.38089 0.37300 -0.95652  -0.404
C: 7.11780 -0.60474 0.78308  -1.037
C: -3.64729 -0.29273 1.39524  -0.858
C: -6.30314 1.01772 1.34436  -0.242
H: -7.87161 1.32423 -2.14213  0.360
C: -7.34935 1.89168 1.13394  -0.637
S: -1.01412 -1.69360 -0.10806  1.516
H: 6.05124 -1.31644 -1.65829  0.390
H: 7.28187 -0.07472 1.72016  0.365
C: -3.24987 -0.99279 -1.35276  -0.788
N: 5.26360 0.99298 0.64800  -0.357
H: -2.88874 1.28022 0.10589  0.451

Atoms 1-6, force components in eV/Å:
0.017 0.089 0.015
-0.309 0.109 -0.034
-0.003 -0.143 0.234
0.097 0.055 -0.050
-0.026 0.010 -0.129
-0.007 -0.028 0.111

No. 4
Here is a molecular structure, C5H4O4Sr from the Open Molecules 2025 dataset. Energies are from ωB97M-V/def2-TZVPD.

Charge: +2
E_HOMO in eV: -16.426
Spin multiplicity: 1
Frontier orbital gap in eV: 8.146
Calculated total energy in a.u.: -523.890820

Last column: Mulliken charge in e.
Cartesian coordinates (Å):
C: -3.55910 -0.20211 0.96799  -0.255
C: -1.59762 0.64570 0.07278  0.669
O: 4.06008 -0.96332 -1.60976  -0.349
C: 3.89800 -0.16229 -0.66878  1.073
H: -5.16762 -1.80677 1.12331  0.424
O: -0.77991 1.55261 0.06572  -0.658
H: 3.93774 0.77219 1.26209  0.498
Sr: 1.61953 2.16701 -0.21869  1.960
O: -1.41685 -0.46410 -0.54807  -0.345
O: -2.63272 0.75672 0.91441  -0.347
H: -2.14163 -1.12237 -0.41955  0.333
C: 3.50891 0.54139 0.28585  -1.568
H: 4.67982 -0.66842 -2.30400  0.449
C: -4.40863 -1.04623 1.07670  0.115

Atoms 1-6, force components in eV/Å:
-0.474 -0.666 0.021
-0.370 -0.350 1.586
0.088 -0.249 -0.503
-0.529 0.769 1.540
0.196 0.255 0.062
0.962 0.387 -0.478

No. 5
Here is a single C5H10FN molecule from the Open Molecules 2025 dataset. Energies are from ωB97M-V/def2-TZVPD.

Charge: 0
ΔE to the lowest compared entry with this formula, charge and spin in kcal/mol: 87.5
E_HOMO in eV: -10.018
SMILES: C/C(=N/F)C(C)C
Spin multiplicity: 1
Frontier orbital gap in eV: 10.970
Calculated total energy in a.u.: -350.986272

Last column: Mulliken charge in e.
Cartesian coordinates (Å):
H: 1.84786 -1.39254 1.02864  0.388
H: 2.34388 0.07689 0.35558  0.337
H: 1.63345 -0.00867 1.94537  0.319
C: 0.28880 -0.15475 0.35113  0.336
C: 1.59863 -0.38823 0.96659  -1.309
H: -0.45687 0.30888 1.00212  0.352
C: -0.98947 2.02781 -0.91221  -1.075
H: -1.38045 -1.03229 -0.63346  0.298
H: -0.00390 -2.27904 0.10754  0.364
N: 1.04072 1.81509 -1.74189  -0.478
F: 2.17636 0.99800 -1.86094  -0.210
C: -0.30401 -1.37205 -0.47642  -1.039
H: 0.13720 -1.50734 -1.50753  0.251
H: -0.82435 2.74029 -1.70561  0.424
H: -1.90434 1.45584 -1.03747  0.243
C: 0.25120 1.29175 -0.84613  0.563
H: -1.22027 2.46026 0.13804  0.236

Atoms 1-6, force components in eV/Å:
0.304 -2.128 0.016
0.694 0.267 -0.090
0.223 0.739 1.304
-1.392 2.185 -4.262
0.452 1.284 -0.614
0.049 -0.601 0.122

No. 6
Here is 2 unconnected molecules or ions with the total composition C2H5N4O3S from the Open Molecules 2025 dataset. Energies are from ωB97M-V/def2-TZVPD.

Charge: -1
ΔE to the lowest compared entry with this formula, charge and spin in kcal/mol: 0.0
E_HOMO in eV: -4.298
Spin multiplicity: 1
Frontier orbital gap in eV: 8.294
Calculated total energy in a.u.: -922.144090

Last column: Mulliken charge in e.
Cartesian coordinates (Å):
C: -0.77339 -1.30025 -0.68525  -0.833
S: 2.31803 0.09065 -0.31461  0.587
H: 0.25049 -1.61779 -0.21739  0.254
H: -1.52556 -1.68827 -0.17178  0.386
H: -0.98749 -1.57829 -1.80501  0.201
N: -0.78481 0.76999 0.74504  -0.512
N: -0.77464 2.04489 0.42969  0.198
H: -0.36004 2.67654 1.07061  0.308
N: -0.69211 1.08070 -1.43621  -0.175
N: -0.67179 2.23285 -0.91038  -0.518
O: 3.72732 0.29929 -0.52720  -0.619
O: 1.84801 1.36027 0.92832  -0.589
O: 2.09848 -1.16067 0.46993  -0.683
H: 2.02209 2.12757 0.41724  0.272
C: -0.75466 0.12999 -0.40603  0.724

Atoms 1-6, force components in eV/Å:
3.946 0.273 -2.419
-1.249 -1.206 1.062
-1.613 -0.228 -1.256
-3.217 -2.108 2.489
0.976 0.859 2.099
-0.412 -1.487 0.197

No. 7
Here is a molecular structure, C6H14NS from the Open Molecules 2025 dataset. Energies are from ωB97M-V/def2-TZVPD.

Charge: -1
ΔE to the lowest compared entry with this formula, charge and spin in kcal/mol: 82.2
E_HOMO in eV: -2.241
Spin multiplicity: 1
Frontier orbital gap in eV: 5.336
Calculated total energy in a.u.: -689.844278

Last column: Mulliken charge in e.
Cartesian coordinates (Å):
H: 0.99335 1.11251 2.73742  0.458
H: -0.45751 -2.92124 -0.37501  0.285
S: 0.33337 -2.35689 -3.02509  -0.605
H: -0.15708 0.37518 0.83563  0.096
H: 1.15741 3.23639 0.98500  0.404
H: -1.80203 -0.31129 -0.70459  0.449
H: -0.10560 -0.01711 -2.46632  0.231
H: -0.51840 2.09102 -0.58458  0.390
H: 2.35132 0.49914 1.67151  0.341
H: 1.90203 1.99116 -0.01054  0.235
C: -1.36138 -2.34179 -0.18394  -1.025
H: 0.69950 -0.78622 -1.24268  0.064
C: -0.13671 -1.00411 -1.95338  -0.745
H: -2.17114 -3.07451 -0.23419  0.296
H: 2.51668 1.90909 2.60196  0.382
H: -2.15207 -1.47901 -2.02798  0.357
C: 1.76792 1.34947 2.02201  -1.419
C: 1.21227 2.16119 0.82798  -0.244
C: -1.47272 -1.21497 -1.21293  -0.547
C: -0.14483 1.67892 0.38439  -0.008
N: -1.01577 1.04687 1.11989  -0.679
H: -1.43863 -1.94383 0.83546  0.283

Atoms 1-6, force components in eV/Å:
-0.231 -0.485 -0.062
0.152 0.120 0.252
0.144 -0.322 -0.361
-0.625 -1.197 1.898
-0.235 0.042 0.124
-0.194 0.139 -0.184